# 1
A molecular structure, C25H41BrCl3Ge2N2O2Si3W at a distorted geometry, computed with ωB97M-V/def2-TZVPD.

As for the largest force on an atom: 1.00 eV Å⁻¹. The lowest unoccupied orbital energy is -9.464 eV. The HOMO-LUMO gap comes out at 5.99 eV. As for the total charge: +3.

Structure (XYZ):
```
80
Properties=species:S:1:pos:R:3:lowdin_charge:R:1
W 0.5496 -0.5264 -0.6338 0.461
Br -0.4788 1.7895 0.0848 0.065
Ge -1.5245 -0.4187 -1.6745 0.482
Ge 0.0902 1.2194 -3.4638 0.361
Cl 2.0305 -2.3220 -1.0340 0.157
Cl 1.9708 0.7282 -2.0857 0.097
Cl 0.4327 -0.3929 -4.8697 0.091
Si -3.4390 0.4751 -3.0832 0.364
Si -4.5723 0.7676 1.7185 0.884
Si -0.9924 -3.2173 -1.5784 0.490
O 2.5191 -3.2904 3.6237 0.081
O 0.1353 -1.2071 1.1262 -0.420
N 2.3036 0.1628 1.0330 0.003
N 2.2526 -0.6933 1.9390 0.135
C 5.2299 2.3878 -1.8559 -0.042
C -6.1430 0.3428 0.8966 -0.154
C 3.1587 1.2210 1.2246 -0.088
C -0.4136 -4.2019 -0.1172 -0.192
C 1.1334 -2.8276 5.5605 0.019
C 5.2399 4.7925 -3.2618 -0.044
C 0.7237 -1.8098 3.4117 -0.119
C -0.6352 -1.2024 5.2999 -0.061
C -4.7165 -0.8498 -3.3027 -0.206
C -3.9751 1.8896 -1.9845 -0.208
C 3.2196 2.2244 0.3537 0.013
C 1.4667 -2.6699 4.2213 -0.261
C 4.3587 4.6190 -2.2064 -0.021
C 6.1102 3.7703 -3.6105 -0.037
C 4.3516 3.4159 -1.5013 -0.241
C -2.8829 1.0347 -4.7611 -0.244
C -4.2362 2.4810 2.2188 -0.145
C 1.1242 -1.6846 1.9726 -0.363
C 6.1058 2.5680 -2.9081 -0.047
C -3.4149 -0.5871 2.1150 -0.151
C 0.0822 -2.0989 6.0882 -0.033
C -2.8501 -3.3268 -1.6415 -0.221
C 3.4134 3.2699 -0.3867 -0.011
C -0.3089 -1.0589 3.9651 -0.029
C -0.2496 -3.4995 -3.2403 -0.228
H 6.7941 1.7798 -3.1804 0.119
H -4.3901 2.6924 -2.5994 0.060
H 2.8324 -0.6084 2.7797 0.198
H 0.8215 -3.3224 -3.2878 0.008
H -3.0340 -4.3618 -1.9589 0.073
H -0.7492 -2.9174 -4.0152 0.012
H -5.1447 -1.2295 -2.3753 0.030
H -1.4321 -0.6182 5.7387 0.111
H -3.3923 2.5777 2.8999 0.057
H -6.7016 -0.3057 1.5855 0.074
H -3.1480 2.3154 -1.4131 -0.007
H 1.7002 -3.5071 6.1853 0.134
H -3.3016 -3.2120 -0.6548 0.041
H -3.8145 1.3742 -5.2318 0.067
H -2.4327 -0.4177 1.6576 0.007
H -5.9808 -0.2542 -0.0042 0.041
H -0.4241 -4.5588 -3.4670 0.065
H -3.2517 -0.6031 3.1986 0.057
H 5.2353 1.4559 -1.3016 0.114
H -1.2786 -4.7016 0.3234 0.054
H 3.7531 1.2168 2.1368 0.145
H -3.8019 -1.5581 1.8078 0.055
H 6.8031 3.9099 -4.4293 0.121
H -4.0325 3.0803 1.3229 0.059
H -5.5307 -0.4064 -3.8855 0.064
H -0.1713 -2.2201 7.1326 0.126
H -2.2106 1.8916 -4.7923 0.002
H -0.8345 -0.3520 3.3354 0.094
H 5.2543 5.7276 -3.8042 0.120
H 0.0771 -3.6273 0.6563 -0.016
H -3.3551 -2.6854 -2.3547 -0.026
H 1.5440 -2.6199 1.5873 0.111
H 3.6883 5.4204 -1.9210 0.121
H -6.7606 1.2095 0.6653 0.064
H -4.7677 1.5736 -1.3014 0.008
H 0.2859 -4.9646 -0.4654 0.061
H -4.3421 -1.6882 -3.8910 0.046
H -5.1347 2.9100 2.6737 0.070
H 2.7665 4.1191 -0.1608 0.157
H -2.4881 0.2306 -5.3814 0.032
H 2.9460 -3.9154 4.2237 0.137
```

***

# 2
A molecular structure, C48H53GeMnN5O2SSb at a distorted geometry, computed with ωB97M-V/def2-TZVPD.

As for the largest force on an atom: 1.62 eV Å⁻¹. The lowest unoccupied orbital energy is -0.314 eV. The HOMO-LUMO gap comes out at 6.99 eV. The calculation puts the energy above the lowest of the compared OMol25 structures with the same formula, charge and spin at 0.573 eV. As for the total charge: 0.

Structure (XYZ):
```
112
Properties=species:S:1:pos:R:3:lowdin_charge:R:1
Sb -1.1162 2.2029 -2.0634 1.650
Ge 1.8038 -2.2580 0.7344 1.096
Mn -0.2041 0.8438 -0.1040 0.069
S -1.7824 -1.0796 -0.1168 0.873
O 2.1857 3.5009 1.7908 0.093
O 3.5872 2.1505 -0.4804 0.104
N -2.8371 -2.4295 -2.1265 0.113
N 0.8816 -0.1464 -1.3692 -0.158
N 1.3475 2.0534 0.1702 0.056
N -1.1025 2.0931 1.1490 -0.066
N -4.2661 -1.8269 -0.4122 0.114
C -3.0275 -1.8171 -0.9418 -0.843
C 1.3889 -4.3349 -1.4241 -0.124
C -3.5923 1.8724 -4.1626 -0.141
C -2.5648 3.2958 2.6217 -0.052
C -3.0417 1.3361 -2.8560 -0.524
C -3.2130 -0.7525 3.7326 -0.085
C -0.5438 -0.0997 4.0737 -0.026
C -0.8723 -4.0303 4.2660 -0.101
C -2.5516 -1.1338 4.8865 -0.098
C 2.9897 -4.8504 0.2672 -0.116
C 2.5031 1.6151 -0.4097 -0.444
C 3.3415 -0.5160 -1.5277 0.003
C 2.2501 0.2010 -0.8888 -0.277
C -2.5507 -0.0254 2.7643 -0.091
C 0.3244 2.2964 -3.7748 -0.506
C 5.8764 -1.2346 1.6155 -0.088
C 0.6429 -2.8934 2.2167 -0.256
C 0.7511 -0.9460 -2.5009 -0.137
C 3.2468 -6.0664 -0.3361 -0.083
C 5.7141 -0.0405 2.2933 -0.080
C 1.6526 -5.5449 -2.0421 -0.091
C 0.3453 -3.4352 4.5468 -0.107
C -1.3313 -4.0618 2.9604 -0.085
C -1.7397 4.2973 -1.6903 -0.522
C -0.2555 3.1556 3.2819 0.015
C -4.0756 1.4644 -1.7436 -0.176
C 4.7716 -1.9610 1.2030 -0.112
C -2.0278 5.1195 -2.9306 -0.139
C 3.4878 -1.5094 1.4749 -0.262
C 1.2131 -0.5302 -0.0652 -0.308
C -0.2278 2.7108 -5.1262 -0.139
C -1.2020 0.3003 2.9146 -0.190
C 0.0555 2.4219 2.0602 -0.214
C 1.0904 -2.8659 3.5297 -0.115
C 1.4860 3.1932 -3.3738 -0.130
C -2.3278 2.6857 1.4490 -0.111
C 1.3420 2.7671 1.3265 -0.432
C -0.7048 4.9816 -0.8126 -0.132
C -1.2181 -0.8014 5.0540 -0.093
C 1.7924 -1.6316 -3.0029 -0.084
C 3.1144 -1.4461 -2.4736 -0.061
C -0.5696 -3.5131 1.9458 -0.133
C 4.4394 0.4175 2.5821 -0.062
C 2.0790 -3.9581 -0.2833 -0.248
C 2.5924 -6.4073 -1.5068 -0.095
C -1.5185 3.4915 3.5864 -0.057
C 3.3408 -0.3169 2.1785 -0.110
C -0.4801 1.0326 1.8598 -0.215
H -0.9275 1.9779 -5.5201 0.052
H 2.7991 -7.3509 -1.9895 0.100
H -4.3735 2.5056 -1.6167 0.071
H 3.9258 -1.9875 -2.9356 0.110
H -3.0782 -1.6891 5.6486 0.101
H 6.8701 -1.5894 1.3832 0.100
H 0.6941 1.2671 -3.8464 0.061
H -3.0788 0.2983 1.8792 0.067
H -4.4790 1.3019 -4.4484 0.078
H -4.9720 0.8907 -1.9810 0.075
H 0.6432 -3.6693 -1.8360 0.076
H -0.7260 3.6733 -5.0694 0.060
H -2.8092 0.2731 -2.9954 0.055
H -4.2559 -1.0126 3.6034 0.097
H 0.5002 0.1460 4.1954 0.119
H 4.9138 -2.8716 0.6374 0.090
H -2.2795 -4.5310 2.7320 0.100
H 0.2242 5.1472 -1.3534 0.073
H 4.3043 1.3615 3.0884 0.109
H -3.5305 3.7399 2.8086 0.106
H -0.9170 -3.5590 0.9222 0.065
H 0.7147 -3.4111 5.5626 0.105
H 2.3122 3.0736 -4.0749 0.086
H 0.5919 3.4345 3.8888 0.124
H -1.8862 -2.5374 -2.4342 0.081
H -1.1103 5.3664 -3.4586 0.067
H 1.1884 4.2387 -3.3884 0.067
H -4.3450 -1.4683 0.5254 0.094
H 3.4952 -4.5822 1.1841 0.096
H 1.1274 -5.8204 -2.9459 0.098
H -0.4738 4.3928 0.0732 0.050
H -3.6839 1.0834 -0.7982 0.021
H 3.9586 -6.7497 0.1031 0.103
H -1.0790 5.9488 -0.4794 0.084
H -2.6683 4.1931 -1.1185 0.068
H 2.3414 0.0549 2.3786 0.097
H -2.5093 6.0541 -2.6391 0.081
H -1.4609 -4.4757 5.0564 0.103
H -0.2353 -0.9553 -2.9627 0.101
H 1.8632 2.9563 -2.3804 0.050
H -3.8765 2.9162 -4.0705 0.059
H 4.3343 -0.2116 -1.2393 0.126
H 1.6588 -2.2609 -3.8706 0.110
H -0.7077 -1.0899 5.9606 0.105
H -1.7582 4.0196 4.4965 0.104
H -2.6929 4.5974 -3.6131 0.047
H 0.5922 2.7987 -5.8403 0.079
H -3.0749 2.6571 0.6624 0.096
H -3.5363 -3.0318 -2.5296 0.111
H 6.5753 0.5461 2.5776 0.102
H 2.0390 -2.3974 3.7531 0.096
H -4.9669 -2.4834 -0.7145 0.110
H -2.8651 1.7881 -4.9632 0.045
```

***

# 3
A molecular structure, C11H30N6O15Zn2 at a distorted geometry, computed with ωB97M-V/def2-TZVPD.

As for the largest force on an atom: 10.29 eV Å⁻¹. The lowest unoccupied orbital energy is -2.241 eV. The HOMO-LUMO gap comes out at 7.17 eV. The calculation puts the energy above the lowest of the compared OMol25 structures with the same formula, charge and spin at 3.710 eV. As for the total charge: 0.

Structure (XYZ):
```
64
Properties=species:S:1:pos:R:3:nbo_charge:R:1
Zn -2.5904 -1.5874 1.8198 1.742
Zn -1.0432 0.9605 2.5795 1.777
O -3.5688 2.2124 -0.7252 -0.743
O 4.2200 0.8244 -1.7814 -0.669
O 0.7149 1.0281 3.4913 -0.817
O 0.6946 3.5593 -0.3508 -0.740
O -4.4602 3.2620 -3.5199 -0.709
O -0.2815 0.3799 0.8095 -0.850
O -2.2464 0.3853 0.9189 -0.990
O -1.3918 -1.3567 0.1354 -0.920
O -2.3705 0.6377 4.0410 -0.848
O 1.3699 -1.7958 1.4326 -0.764
O -1.3907 -0.9568 3.3664 -1.025
O -2.8507 -4.7042 -1.1439 -0.669
O -3.3418 -1.3361 3.7865 -0.850
O -0.0579 5.9646 -3.0174 -0.705
O 1.9963 -5.0714 -0.1408 -0.728
N -0.8180 -3.6760 -1.4845 -0.866
N 2.3389 -0.5328 3.9901 -0.810
N 2.1334 -0.0300 -2.0482 -0.845
N 2.3734 1.5373 4.8477 -0.796
N -1.0666 -5.8197 -1.9106 -0.845
N 2.8810 0.3276 -0.0074 -0.857
C 1.4571 -3.1986 1.3253 -0.085
C -3.2012 3.0796 -2.9439 -0.071
C 3.1665 0.3925 -1.3243 0.756
C -0.0338 5.3986 -1.7234 -0.079
C 1.7568 0.6557 4.0676 0.814
C 0.5928 3.9764 -1.6739 -0.075
C -1.2950 -0.0694 0.1696 0.984
C -2.3377 -0.6373 4.1437 0.981
C -2.9481 1.9499 -1.9601 -0.090
C 2.2482 -3.7032 0.1094 -0.081
C -1.6696 -4.7061 -1.4234 0.769
H -2.4863 2.9121 -3.7585 0.149
H -0.0728 -5.7999 -2.0493 0.380
H -1.0448 5.3641 -1.3082 0.162
H 1.1381 2.7120 -0.2562 0.486
H 1.2767 -0.2704 -1.5813 0.379
H 2.8220 -5.5454 -0.0215 0.478
H 2.0437 -0.1726 0.2424 0.411
H 3.6274 0.5387 0.6314 0.404
H 0.1378 -3.7430 -1.7675 0.391
H -0.0232 3.2724 -2.2473 0.134
H -4.5264 2.8054 -4.3603 0.469
H -1.5297 -6.7046 -2.0173 0.402
H 0.5118 6.0514 -1.0421 0.183
H -2.9179 4.0138 -2.4550 0.177
H 0.4320 -3.5149 1.1115 0.177
H 3.3257 -3.5343 0.1371 0.176
H 1.9942 -1.2028 3.3153 0.445
H -3.1926 1.6598 -0.0258 0.496
H 3.1755 1.1081 5.2783 0.379
H 1.9398 2.3632 5.2180 0.426
H -0.7146 5.4722 -3.5189 0.463
H 1.8268 -3.1665 -0.7445 0.151
H 0.5833 -1.5737 0.9150 0.507
H 1.8169 -3.5596 2.2901 0.172
H -1.8684 2.0148 -1.7617 0.148
H 1.6099 3.8931 -2.0703 0.171
H 3.2581 -0.7033 4.3569 0.393
H -1.1757 -2.8672 -0.9857 0.427
H 2.1491 -0.1033 -3.0504 0.409
H -3.0963 0.9300 -2.3299 0.159
```

***

Q: The lowest HOMO-LUMO gap belongs to which entry?
A: C25H41BrCl3Ge2N2O2Si3W